[1]
{
  "formula": "C5H4O",
  "method": "ωB97M-V/def2-TZVPD",
  "max_force_ha_per_bohr": 0.0099,
  "e_tot_ev": -7293.2222,
  "smiles": "C#CC#CCO",
  "e_above_lowest_kcal_mol": 57.33,
  "species": ["C", "C", "C", "C", "C", "O", "H", "H", "H", "H"],
  "coordinates": [[-3.3378, 0.4489, 0.3504], [-2.1553, 0.4837, 0.1214], [-0.7848, 0.4395, -0.0467], [0.4163, 0.3142, -0.0619], [1.8286, -0.0585, 0.0877], [2.3580, -0.7521, -1.0191], [-4.3763, 0.3860, 0.5900], [2.4528, 0.8269, 0.2340], [1.8774, -0.6546, 1.0130], [1.7210, -1.4339, -1.2688]],
  "forces_ev_per_angstrom": [[0.3, 0.0, 0.0], [-0.3, 0.0, 0.1], [0.4, 0.0, 0.1], [-0.5, -0.1, 0.1], [-0.1, 0.3, 0.3], [-0.1, -0.2, -0.1], [0.2, 0.1, -0.1], [-0.1, -0.1, 0.0], [0.1, 0.1, -0.2], [0.2, 0.1, 0.0]]
}

[2]
{
  "formula": "C5H4O2",
  "method": "ωB97M-V/def2-TZVPD",
  "max_force_ha_per_bohr": 0.0094,
  "e_tot_ev": -9344.0444,
  "smiles": "O=c1cccco1",
  "e_above_lowest_kcal_mol": 3.18,
  "species": ["O", "C", "C", "C", "C", "C", "O", "H", "H", "H", "H"],
  "coordinates": [[2.1827, -1.4291, 0.6260], [1.2418, -0.8337, 0.1782], [1.1516, 0.5908, -0.1122], [-0.0572, 1.1900, -0.0646], [-1.2525, 0.3922, 0.0293], [-1.1186, -0.9408, -0.0872], [0.0773, -1.5564, -0.0873], [2.0826, 1.1245, -0.2678], [-0.1405, 2.2724, -0.1288], [-2.2346, 0.8381, 0.1182], [-1.9326, -1.6480, -0.2038]],
  "forces_ev_per_angstrom": [[-0.2, 0.1, -0.4], [0.3, -0.1, 0.1], [-0.1, 0.1, 0.1], [0.1, -0.1, 0.0], [0.0, -0.1, -0.1], [-0.1, 0.2, 0.1], [0.0, 0.0, 0.1], [-0.1, -0.1, 0.2], [0.0, -0.2, -0.1], [0.1, -0.1, -0.2], [0.1, 0.1, 0.1]]
}

[3]
{
  "formula": "C5H4O2",
  "method": "ωB97M-V/def2-TZVPD",
  "max_force_ha_per_bohr": 0.0124,
  "e_tot_ev": -9343.6953,
  "smiles": "O=C1C=CCC1=O",
  "e_above_lowest_kcal_mol": 11.23,
  "species": ["O", "C", "C", "C", "C", "C", "O", "H", "H", "H", "H"],
  "coordinates": [[0.6488, -2.1035, -1.3493], [0.3156, -1.1583, -0.6773], [-0.5129, -1.1158, 0.5472], [-0.6512, 0.1453, 0.9748], [0.0642, 1.1671, 0.1256], [0.7015, 0.3184, -0.9665], [1.3789, 0.6875, -1.8885], [-0.9368, -2.0059, 1.0033], [-1.2235, 0.4342, 1.8529], [0.8288, 1.7189, 0.6850], [-0.6134, 1.9122, -0.3072]],
  "forces_ev_per_angstrom": [[-0.2, 0.4, 0.3], [0.1, -0.4, -0.2], [0.0, 0.0, 0.0], [0.0, -0.1, 0.0], [0.0, 0.0, 0.0], [0.3, 0.2, -0.4], [-0.4, -0.2, 0.5], [0.1, 0.2, -0.1], [0.1, -0.1, -0.1], [-0.1, -0.1, -0.1], [0.1, -0.1, 0.0]]
}

[4]
{
  "formula": "C5H4O2",
  "method": "ωB97M-V/def2-TZVPD",
  "max_force_ha_per_bohr": 0.1222,
  "e_tot_ev": -9342.4473,
  "smiles": "C=C1C=CC(=O)O1",
  "e_above_lowest_kcal_mol": 40.00,
  "species": ["C", "C", "C", "C", "C", "O", "O", "H", "H", "H", "H"],
  "coordinates": [[-0.6881, 2.2141, 0.3870], [-0.4498, 0.9676, 0.3214], [-1.1613, -0.1757, 0.8178], [-0.5272, -1.2171, 0.4400], [0.6444, -0.9313, -0.5174], [1.3507, -1.5695, -1.1703], [0.7715, 0.5248, -0.2609], [0.0812, 2.7748, -0.1695], [-1.2254, 2.9619, 1.0487], [-2.0887, -0.3159, 1.4161], [-0.6538, -2.2084, 0.4619]],
  "forces_ev_per_angstrom": [[0.8, 6.0, 0.3], [1.5, -2.8, 0.3], [-2.2, 0.5, 1.8], [3.4, -1.2, -3.4], [-2.6, 4.1, 4.1], [1.3, -1.0, -1.3], [-1.1, -0.9, -1.4], [-0.3, 0.0, 0.3], [-0.3, -2.0, -1.0], [0.8, 1.0, -0.5], [-1.4, -3.6, 0.9]]
}

[5]
{
  "formula": "C5H4O2",
  "method": "ωB97M-V/def2-TZVPD",
  "max_force_ha_per_bohr": 0.0465,
  "e_tot_ev": -9339.8204,
  "e_above_lowest_kcal_mol": 100.58,
  "species": ["C", "C", "C", "C", "C", "O", "O", "H", "H", "H", "H"],
  "coordinates": [[1.3999, -0.7936, -1.6102], [0.9236, -0.8023, -2.7764], [1.9951, -1.0251, -0.4794], [-0.2927, 0.3956, 1.1825], [-1.3987, 0.7618, 0.2285], [2.4560, -1.3746, 0.5169], [0.8392, 0.7426, 0.9917], [-0.6063, -0.2746, 2.0806], [-2.2939, 1.1200, 0.8431], [-1.7847, -0.0997, -0.3166], [-1.2374, 1.3499, -0.6606]],
  "forces_ev_per_angstrom": [[0.1, 0.3, -0.4], [0.0, 0.0, 0.1], [0.3, -1.1, 1.4], [-0.7, -0.3, -0.4], [-2.2, -0.4, 0.8], [-0.1, 0.6, -1.2], [0.3, 0.0, 0.6], [0.5, 0.9, -1.1], [1.1, -0.2, -0.9], [0.0, -0.9, 0.6], [0.9, 1.1, 0.4]]
}

[6]
{
  "formula": "C5H4O2",
  "method": "ωB97M-V/def2-TZVPD",
  "max_force_ha_per_bohr": 0.0535,
  "e_tot_ev": -9342.2085,
  "smiles": "O=C1C=CCC1=O",
  "e_above_lowest_kcal_mol": 45.51,
  "species": ["O", "C", "C", "C", "C", "C", "O", "H", "H", "H", "H"],
  "coordinates": [[1.7503, -1.5304, 0.6486], [1.0341, -0.7150, 0.1274], [1.1487, 0.7502, 0.0217], [-0.1044, 1.2261, 0.0309], [-1.1494, 0.1067, 0.0719], [-0.3729, -1.0577, -0.4790], [-0.6324, -2.0536, -1.0882], [2.0881, 1.2835, -0.0744], [-0.3568, 2.2864, -0.0779], [-1.2343, -0.7388, 0.8993], [-2.1709, 0.4424, -0.0803]],
  "forces_ev_per_angstrom": [[-0.1, 0.3, -0.3], [0.6, -0.4, -0.2], [-0.2, 0.0, 0.1], [0.1, -0.4, 0.5], [-0.3, -1.0, 0.9], [0.7, -0.4, -1.4], [-0.2, 0.3, 0.2], [-0.2, 0.0, 0.1], [-0.2, -0.6, 0.2], [-0.3, 2.7, 0.6], [0.0, -0.5, -0.8]]
}

[7]
{
  "formula": "C5H4O2",
  "method": "ωB97M-V/def2-TZVPD",
  "max_force_ha_per_bohr": 0.0516,
  "e_tot_ev": -9342.7816,
  "smiles": "O=c1cccco1",
  "e_above_lowest_kcal_mol": 32.30,
  "species": ["O", "C", "C", "C", "C", "C", "O", "H", "H", "H", "H"],
  "coordinates": [[2.2492, -1.5784, -0.0538], [1.2831, -0.8662, -0.0328], [1.2119, 0.6014, -0.0392], [-0.0292, 1.1473, -0.0901], [-1.1956, 0.3766, -0.3804], [-1.1330, -0.8911, 0.0267], [0.0453, -1.4957, 0.2464], [2.1587, 1.1157, 0.1339], [-0.5428, 1.8960, 0.5029], [-2.1029, 0.9102, -0.6331], [-1.9976, -1.4686, 0.3294]],
  "forces_ev_per_angstrom": [[-0.4, 0.5, -0.1], [0.1, -0.2, -0.1], [-0.4, 0.0, 0.1], [-0.3, -0.6, 0.7], [-0.2, -0.5, 0.0], [-0.1, -0.2, -0.3], [0.2, -0.1, 0.0], [-0.5, -0.1, 0.3], [1.6, 2.0, -0.6], [-0.1, -0.3, 0.3], [0.2, -0.4, -0.3]]
}

[8]
{
  "formula": "C5H4O2",
  "method": "ωB97M-V/def2-TZVPD",
  "max_force_ha_per_bohr": 0.1063,
  "e_tot_ev": -9339.7456,
  "e_above_lowest_kcal_mol": 102.31,
  "species": ["C", "C", "C", "C", "C", "O", "O", "H", "H", "H", "H"],
  "coordinates": [[2.0415, 0.1050, 0.8620], [1.1179, -0.1759, 1.6883], [3.1068, 0.3819, 0.1897], [-0.9822, 0.0363, -0.9724], [-1.8681, -0.4059, 0.1636], [3.9705, 0.7551, -0.4764], [-0.1597, -0.6570, -1.4925], [-1.1473, 1.1285, -1.3759], [-1.8761, -1.3784, 0.3873], [-2.9063, 0.0214, 0.1219], [-1.2970, 0.1890, 0.9045]],
  "forces_ev_per_angstrom": [[-0.9, -0.7, 1.2], [0.7, 0.2, -0.5], [0.8, 1.2, -1.5], [-1.4, 0.7, -1.2], [-0.1, 5.4, -0.8], [-0.5, -0.7, 0.8], [0.6, -0.2, -0.1], [0.2, -1.4, 0.9], [0.3, -3.8, 0.7], [1.0, -0.3, -0.1], [-0.7, -0.5, 0.6]]
}

[9]
{
  "formula": "C5H4O2",
  "method": "ωB97M-V/def2-TZVPD",
  "max_force_ha_per_bohr": 0.0595,
  "e_tot_ev": -9342.0323,
  "smiles": "O=C1C=CCC1=O",
  "e_above_lowest_kcal_mol": 49.57,
  "species": ["O", "C", "C", "C", "C", "C", "O", "H", "H", "H", "H"],
  "coordinates": [[-1.6015, 1.5535, 1.0040], [-0.9211, 0.8108, 0.3468], [-0.1760, 1.0324, -0.9073], [0.7791, 0.0933, -0.9622], [0.7193, -0.8861, 0.2053], [-0.6410, -0.6926, 0.7822], [-1.3888, -1.3223, 1.4780], [-0.4402, 1.7735, -1.6572], [1.4896, -0.0096, -1.7884], [0.8114, -0.6052, 1.3967], [1.3693, -1.7476, 0.1022]],
  "forces_ev_per_angstrom": [[0.2, -0.2, -0.3], [-0.8, 0.1, 0.2], [0.0, -0.3, 0.1], [0.1, 0.4, 0.7], [0.4, 0.3, 1.9], [-1.8, 0.0, -0.9], [0.5, -0.1, -0.2], [0.2, -0.1, 0.3], [-0.2, -0.1, 0.5], [2.1, 0.5, -2.2], [-0.8, -0.6, 0.1]]
}

[10]
{
  "formula": "C5H4O2",
  "method": "ωB97M-V/def2-TZVPD",
  "multiplicity": 3,
  "s_squared": 2.0214,
  "max_force_ha_per_bohr": 0.0618,
  "e_tot_ev": -9338.2334,
  "e_above_lowest_kcal_mol": 26.30,
  "species": ["C", "C", "C", "C", "C", "O", "O", "H", "H", "H", "H"],
  "coordinates": [[1.0956, -0.4950, -0.2824], [0.8957, 0.7733, -0.6021], [-1.3712, -0.8170, -0.1465], [-0.1268, -1.0758, 0.3390], [-0.2615, 1.2231, 0.1525], [-2.5234, -0.6048, -0.1506], [-1.2904, 1.8366, -0.0371], [2.0130, -1.1512, -0.3714], [1.6645, 1.4512, -0.8756], [0.0829, -1.9700, 0.7890], [-0.1784, 0.8295, 1.1854]],
  "forces_ev_per_angstrom": [[-0.2, -2.6, 0.2], [0.9, 0.9, 0.2], [-0.7, 2.0, -1.2], [2.7, -0.6, -1.6], [-2.2, 0.8, 1.6], [-0.8, -1.0, 0.5], [0.7, 1.2, -1.3], [-1.1, 1.1, 0.1], [0.3, 0.5, -1.0], [0.3, -2.5, 1.9], [0.1, 0.1, 0.4]]
}

[11]
{
  "formula": "C5H4O3",
  "method": "ωB97M-V/def2-TZVPD",
  "max_force_ha_per_bohr": 0.1872,
  "e_tot_ev": -11386.6693,
  "smiles": "C#CCOC(=O)C=O",
  "e_above_lowest_kcal_mol": 131.43,
  "species": ["C", "C", "C", "O", "C", "O", "C", "O", "H", "H", "H", "H"],
  "coordinates": [[3.2668, -0.4681, -0.1131], [2.1222, -0.0614, -0.1879], [0.8862, 0.4504, -0.0297], [-0.3875, -0.2798, -0.1423], [-1.5250, 0.2837, 0.1341], [-1.9941, 1.3569, -0.0728], [-2.5710, -0.9166, 0.1337], [-3.6902, -0.3987, -0.2612], [4.3925, -0.5211, 0.1820], [0.9507, 1.4157, -0.5589], [0.8671, 1.0446, 0.8123], [-2.3175, -1.9055, 0.1040]],
  "forces_ev_per_angstrom": [[1.4, 1.1, 0.8], [4.9, -4.0, 0.1], [-4.1, 3.7, -1.3], [4.0, -0.3, 0.3], [-3.2, -1.5, -1.4], [1.8, 1.0, 1.1], [-5.5, 7.5, -2.6], [4.3, -4.1, 2.2], [-2.8, -0.3, -1.1], [-1.0, -0.5, -1.6], [-0.3, 0.2, 3.3], [0.5, -2.9, 0.4]]
}

[12]
{
  "formula": "C5H4O4Pb",
  "method": "ωB97M-V/def2-TZVPD",
  "multiplicity": 2,
  "total_charge": 1,
  "s_squared": 0.7524,
  "max_force_ha_per_bohr": 0.0783,
  "e_tot_ev": -18673.4836,
  "e_above_lowest_kcal_mol": 0.00,
  "species": ["C", "C", "H", "H", "O", "C", "O", "O", "Pb", "C", "C", "O", "H", "H"],
  "coordinates": [[-1.2667, -0.6804, 0.6426], [-1.5857, -1.6893, 1.2363], [-1.8657, -2.6000, 1.7384], [-2.1105, 2.0999, -0.3620], [-0.5300, 0.3613, -0.0645], [-0.9749, 0.8275, -1.2370], [-0.4447, 0.3960, -2.2525], [-1.8707, 1.7493, -1.2478], [-0.6718, 0.5851, -4.4467], [2.3956, -0.1173, 1.3814], [2.2540, 0.5303, 0.3493], [2.0198, -0.7356, 2.4594], [2.5595, 0.9762, -0.5816], [2.0919, -1.7032, 2.3847]],
  "forces_ev_per_angstrom": [[1.6, 0.8, -1.2], [0.5, 1.6, -1.0], [-0.1, 0.5, -0.1], [0.2, -0.4, -0.4], [-2.1, -2.4, 2.5], [0.6, -1.4, 0.5], [-0.3, 0.3, 0.6], [-0.6, 0.9, 0.1], [-0.1, 0.1, -1.0], [-1.6, 0.9, -2.0], [1.4, -0.8, 0.8], [0.4, -0.5, 0.8], [-0.1, 0.0, 0.5], [0.1, 0.4, -0.1]]
}